225
Properties=species:S:1:pos:R:3 method="wB97M-V/def2-TZVPD" e_homo_ev=-4.3018 total_charge=-1 de_lowest_kcal_mol=149.3
C 4.079 -4.712 2.051
C 3.294 -4.787 3.363
C 2.325 -6.025 3.302
N 1.410 -6.086 4.505
C 0.468 -4.951 4.541
C 2.245 -6.166 5.789
C 1.308 -6.792 6.777
C 0.440 -7.762 5.998
C 0.623 -7.389 4.447
H 4.907 -3.995 2.146
H 3.405 -4.464 1.216
H 4.480 -5.733 1.864
H 2.800 -3.836 3.630
H 4.060 -4.969 4.125
H 2.970 -6.909 3.283
H 1.680 -6.129 2.429
H -0.180 -5.113 5.399
H -0.105 -4.886 3.650
H 1.060 -4.064 4.701
H 2.529 -5.163 6.127
H 3.164 -6.729 5.615
H 0.603 -6.019 7.113
H 1.839 -7.206 7.622
H -0.603 -7.614 6.110
H 0.525 -8.826 6.134
H -0.385 -7.196 4.083
H 1.103 -8.093 3.773
C 4.219 -0.128 6.256
C 3.330 0.974 5.788
C 2.078 1.089 6.656
N 1.060 2.118 6.052
C 0.376 1.558 4.848
C 1.586 3.547 5.927
C 1.652 4.149 7.302
C 0.526 3.441 8.065
C -0.077 2.350 7.077
H 5.110 -0.202 5.634
H 3.631 -1.063 6.222
H 4.524 0.084 7.289
H 3.052 0.882 4.752
H 3.832 1.939 5.852
H 2.377 1.422 7.639
H 1.557 0.150 6.807
H 0.804 2.060 3.986
H -0.671 1.816 4.872
H 0.427 0.478 4.851
H 0.805 4.075 5.392
H 2.547 3.605 5.426
H 1.629 5.232 7.103
H 2.595 4.056 7.843
H -0.319 4.058 8.330
H 0.924 2.972 8.979
H -0.881 2.783 6.513
H -0.313 1.415 7.561
C 0.761 -2.393 2.103
C -0.407 -1.791 1.353
C 0.021 -1.672 -0.125
N -0.996 -0.895 -0.949
C -2.202 -1.766 -1.122
C -0.337 -0.613 -2.314
C -0.164 0.873 -2.394
C -1.246 1.459 -1.512
C -1.222 0.474 -0.312
H 0.535 -2.424 3.147
H 1.680 -1.818 1.975
H 0.864 -3.410 1.756
H -0.637 -0.815 1.772
H -1.322 -2.365 1.483
H 0.168 -2.701 -0.526
H 0.991 -1.150 -0.134
H -2.670 -1.905 -0.151
H -1.978 -2.691 -1.615
H -2.885 -1.181 -1.745
H -0.888 -1.053 -3.140
H 0.637 -1.125 -2.249
H -0.232 1.313 -3.399
H 0.790 1.127 -1.951
H -2.207 1.458 -2.040
H -0.968 2.474 -1.202
H -2.158 0.450 0.248
H -0.333 0.675 0.313
C 3.683 3.353 -10.134
C 3.737 2.227 -9.110
C 2.277 1.674 -8.913
N 2.142 0.400 -8.036
C 3.241 -0.521 -8.503
C 0.761 -0.230 -8.229
C 0.615 -1.290 -7.141
C 1.397 -0.670 -5.970
C 2.083 0.586 -6.526
H 3.412 2.950 -11.104
H 4.662 3.813 -10.263
H 2.961 4.108 -9.838
H 4.193 2.639 -8.188
H 4.464 1.526 -9.546
H 1.867 1.353 -9.869
H 1.622 2.450 -8.535
H 4.211 -0.099 -8.274
H 3.163 -0.620 -9.576
H 3.120 -1.478 -8.015
H 0.642 -0.737 -9.197
H -0.006 0.553 -8.227
H 1.158 -2.188 -7.472
H -0.377 -1.506 -6.761
H 2.155 -1.352 -5.538
H 0.790 -0.296 -5.172
H 3.115 0.722 -6.164
H 1.523 1.487 -6.357
C -1.385 5.500 -0.508
C -2.630 5.752 0.363
C -3.367 6.930 -0.217
N -4.538 7.428 0.639
C -5.588 6.383 0.530
C -5.080 8.770 0.160
C -5.959 9.310 1.305
C -5.201 8.803 2.547
C -4.178 7.782 2.092
H -0.824 4.580 -0.261
H -0.698 6.358 -0.325
H -1.636 5.540 -1.581
H -2.353 5.933 1.433
H -3.245 4.864 0.350
H -3.697 6.671 -1.221
H -2.795 7.869 -0.261
H -5.986 6.256 -0.446
H -6.400 6.663 1.176
H -5.199 5.453 0.872
H -5.553 8.563 -0.788
H -4.181 9.387 0.067
H -6.916 8.815 1.316
H -6.138 10.388 1.226
H -5.946 8.373 3.203
H -4.712 9.605 3.074
H -4.128 6.916 2.724
H -3.203 8.233 2.058
C 3.959 -5.614 -1.898
O 3.984 -4.242 -2.575
O 3.468 -6.435 -2.662
C 5.521 -5.811 -1.677
F 6.103 -4.928 -0.822
F 5.853 -7.013 -1.099
F 6.293 -5.821 -2.813
C 3.771 -3.163 -1.696
C 3.737 -1.936 -2.548
H 2.871 -2.086 -3.216
H 3.586 -1.021 -2.006
H 4.674 -1.862 -3.111
H 4.577 -3.072 -0.868
H 2.831 -3.252 -1.069
H 3.526 -5.393 -0.884
C -2.423 -1.422 -5.120
O -2.760 -1.726 -6.545
O -1.199 -1.719 -4.830
C -2.839 0.143 -5.006
F -3.900 0.501 -5.668
F -3.063 0.567 -3.716
F -1.791 0.905 -5.553
C -2.981 -3.082 -6.590
C -3.636 -3.336 -7.854
H -3.733 -4.385 -8.174
H -4.602 -2.805 -7.900
H -2.995 -2.877 -8.643
H -3.551 -3.349 -5.692
H -2.020 -3.595 -6.491
H -3.196 -1.954 -4.455
C -7.083 -0.288 0.404
O -5.929 0.734 -0.032
O -8.176 0.074 0.043
C -6.559 -1.671 -0.354
F -5.245 -2.016 -0.053
F -7.255 -2.715 -0.022
F -6.713 -1.526 -1.694
C -5.113 0.990 1.075
C -4.426 2.335 0.902
H -5.049 3.218 1.084
H -3.628 2.420 1.653
H -3.918 2.475 -0.041
H -4.336 0.235 1.290
H -5.730 0.968 1.991
H -6.676 -0.538 1.418
C 2.560 2.030 2.628
O 3.880 1.460 2.671
O 2.336 2.911 3.556
C 2.467 2.836 1.268
F 1.317 3.411 1.212
F 3.439 3.850 1.304
F 2.668 2.080 0.160
C 4.058 0.146 2.193
C 5.492 -0.258 2.447
H 5.681 -0.490 3.469
H 5.599 -1.228 1.919
H 6.259 0.388 2.006
H 3.825 0.027 1.113
H 3.351 -0.564 2.693
H 1.818 1.201 2.481
C -1.937 -6.477 2.055
O -3.072 -6.343 3.028
O -1.950 -7.229 1.037
C -1.923 -5.026 1.671
F -3.026 -4.447 1.204
F -1.592 -4.270 2.736
F -0.969 -4.814 0.760
C -2.869 -6.960 4.274
C -4.095 -6.968 5.056
H -4.608 -6.024 4.976
H -4.786 -7.797 4.825
H -3.798 -6.990 6.120
H -2.067 -6.409 4.845
H -2.436 -7.998 4.234
H -1.213 -6.719 2.788
C 0.300 4.641 -3.978
O 1.471 5.373 -3.354
O -0.504 5.425 -4.539
C 1.130 3.739 -4.929
F 2.141 2.939 -4.363
F 0.288 2.874 -5.487
F 1.683 4.381 -5.976
C 1.757 5.109 -2.045
C 2.066 6.403 -1.262
H 2.555 6.220 -0.311
H 2.747 6.945 -1.933
H 1.191 7.051 -1.137
H 2.609 4.393 -1.892
H 0.803 4.651 -1.679
H 0.035 3.856 -3.285

***

240
Properties=species:S:1:pos:R:3 method="wB97M-V/def2-TZVPD" e_homo_ev=-10.2582 de_lowest_kcal_mol=18.7
C 21.015 23.014 8.215
C 20.007 22.087 8.897
O 20.286 21.990 10.278
C 20.993 21.008 10.788
O 21.569 20.170 10.216
O 20.890 21.112 12.142
C 21.924 20.552 12.975
H 20.805 23.026 7.134
H 22.031 22.695 8.438
H 20.957 24.064 8.597
H 20.006 21.068 8.569
H 19.036 22.568 8.849
H 22.064 21.147 13.845
H 22.894 20.432 12.514
H 21.589 19.605 13.286
C 22.510 12.312 16.205
C 21.124 12.657 16.560
O 21.199 13.399 17.838
C 20.097 13.568 18.546
O 19.012 13.090 18.296
O 20.314 14.367 19.578
C 19.109 14.929 20.152
H 23.079 13.220 15.933
H 22.559 11.566 15.366
H 22.962 11.846 17.120
H 20.419 11.811 16.555
H 20.708 13.455 15.968
H 18.515 14.195 20.654
H 18.521 15.390 19.329
H 19.395 15.718 20.843
C 19.882 28.919 16.275
C 20.495 27.608 16.717
O 19.823 26.502 16.233
C 18.810 25.950 16.963
O 18.237 26.500 17.886
O 18.523 24.745 16.503
C 17.489 24.007 17.187
H 20.023 29.082 15.214
H 20.249 29.760 16.880
H 18.809 28.771 16.339
H 20.501 27.674 17.832
H 21.553 27.581 16.411
H 17.920 23.104 17.662
H 16.740 23.654 16.478
H 17.001 24.654 17.922
C 20.019 21.693 15.887
C 19.642 20.859 17.075
O 18.385 20.260 16.720
C 17.949 19.282 17.484
O 16.917 18.695 17.227
O 18.666 18.956 18.563
C 17.973 18.055 19.471
H 21.008 22.115 15.859
H 19.303 22.518 15.848
H 19.920 20.997 15.048
H 19.515 21.513 17.924
H 20.363 20.054 17.277
H 17.545 17.206 18.913
H 17.171 18.576 19.873
H 18.700 17.775 20.213
C 23.064 17.030 18.244
C 21.746 17.849 18.225
O 21.972 18.932 19.211
C 22.739 19.934 18.703
O 22.741 20.182 17.533
O 23.440 20.560 19.596
C 23.380 20.253 21.011
H 23.254 16.362 19.107
H 23.902 17.672 18.116
H 22.917 16.397 17.386
H 20.890 17.224 18.579
H 21.438 18.293 17.247
H 22.403 20.525 21.376
H 24.244 20.708 21.429
H 23.466 19.178 21.133
C 17.737 22.715 13.169
C 16.679 23.134 12.118
O 16.648 24.561 11.927
C 17.357 25.112 10.967
O 17.901 24.583 10.038
O 17.289 26.429 11.159
C 17.839 27.119 10.079
H 17.651 23.407 14.035
H 18.772 22.773 12.830
H 17.494 21.704 13.534
H 15.721 22.765 12.336
H 16.973 22.778 11.097
H 17.122 27.165 9.240
H 18.765 26.721 9.676
H 18.158 28.113 10.429
C 24.224 24.220 9.393
C 24.804 23.001 10.101
O 24.704 23.089 11.530
C 25.565 23.945 12.083
O 26.035 24.901 11.516
O 25.828 23.644 13.356
C 24.963 22.729 13.916
H 24.747 25.134 9.699
H 23.229 24.383 9.742
H 24.227 24.141 8.283
H 25.819 22.918 9.857
H 24.329 22.087 9.793
H 25.152 21.723 13.578
H 23.938 22.983 13.651
H 25.094 22.758 15.002
C 15.589 13.391 16.572
C 16.126 14.029 17.808
O 15.000 14.496 18.567
C 15.249 15.120 19.745
O 16.393 15.276 20.177
O 14.090 15.467 20.341
C 14.347 15.979 21.687
H 14.972 12.486 16.825
H 16.372 13.035 15.904
H 14.926 14.012 15.906
H 16.654 14.948 17.599
H 16.778 13.331 18.296
H 15.182 15.393 22.105
H 13.483 15.732 22.267
H 14.523 17.073 21.623
C 22.032 15.330 13.322
C 22.584 16.377 14.291
O 21.695 17.428 14.595
C 20.504 17.225 15.023
O 19.669 18.126 15.038
O 20.218 16.036 15.508
C 18.968 15.894 16.126
H 21.240 15.736 12.593
H 21.666 14.459 13.903
H 22.955 14.991 12.744
H 23.464 16.871 13.882
H 22.977 15.922 15.207
H 18.910 14.864 16.488
H 18.131 16.188 15.506
H 18.920 16.568 17.006
C 16.921 21.723 21.000
C 16.090 21.620 22.289
O 16.783 20.843 23.323
C 16.546 19.569 23.186
O 15.895 18.979 22.351
O 17.217 18.937 24.169
C 17.170 17.472 24.111
H 17.982 21.995 21.147
H 16.441 22.428 20.289
H 16.926 20.775 20.400
H 15.201 21.046 22.006
H 15.825 22.596 22.724
H 17.489 17.119 25.064
H 17.806 17.085 23.308
H 16.156 17.206 23.927
C 17.936 19.858 11.366
C 18.672 18.633 11.895
O 17.654 17.581 11.683
C 17.943 16.331 12.148
O 18.880 16.044 12.821
O 16.985 15.508 11.737
C 17.285 14.146 12.104
H 18.580 20.693 11.317
H 17.210 20.175 12.108
H 17.519 19.579 10.356
H 19.005 18.528 12.905
H 19.473 18.394 11.193
H 17.152 14.042 13.211
H 18.274 13.871 11.746
H 16.577 13.455 11.636
C 13.882 18.454 18.504
C 14.135 19.995 18.678
O 14.080 20.350 20.093
C 12.834 20.551 20.450
O 11.844 20.537 19.813
O 12.925 20.647 21.776
C 11.745 20.883 22.510
H 12.881 18.256 18.932
H 14.559 17.851 19.086
H 13.922 18.118 17.457
H 13.397 20.554 18.127
H 15.088 20.261 18.280
H 12.022 20.497 23.455
H 10.916 20.274 22.119
H 11.503 21.953 22.620
C 25.537 27.732 13.284
C 24.145 27.919 13.812
O 23.078 27.342 12.977
C 22.614 26.237 13.566
O 23.261 25.566 14.316
O 21.421 25.975 13.133
C 20.784 24.759 13.628
H 25.701 26.627 13.195
H 26.160 28.145 14.074
H 25.663 28.244 12.362
H 23.945 28.983 13.825
H 24.094 27.534 14.815
H 20.114 24.950 14.454
H 21.581 24.034 13.856
H 20.240 24.319 12.808
C 22.828 15.536 22.046
C 22.396 16.222 23.377
O 22.177 17.665 23.162
C 20.963 18.025 22.788
O 20.043 17.269 22.532
O 20.961 19.328 22.667
C 19.747 19.885 22.070
H 22.959 14.476 22.188
H 23.836 15.951 21.732
H 22.117 15.620 21.246
H 23.251 16.256 24.057
H 21.505 15.825 23.826
H 19.281 20.433 22.885
H 19.173 19.066 21.723
H 20.081 20.609 21.201
C 23.905 24.767 17.142
C 22.497 24.366 17.471
O 22.061 25.269 18.516
C 21.000 24.887 19.235
O 20.275 23.993 18.967
O 20.877 25.727 20.253
C 19.542 25.625 20.875
H 23.998 25.760 16.754
H 24.328 24.057 16.436
H 24.415 24.755 18.129
H 22.555 23.308 17.768
H 21.770 24.508 16.681
H 19.471 26.376 21.698
H 19.329 24.576 21.263
H 18.751 25.877 20.135
C 11.344 18.780 14.897
C 12.153 20.003 14.829
O 13.547 19.580 14.760
C 14.474 20.461 15.099
O 14.309 21.521 15.574
O 15.669 20.000 14.787
C 15.952 18.652 14.487
H 11.518 18.075 14.052
H 10.270 19.075 14.722
H 11.535 18.293 15.868
H 12.028 20.747 15.654
H 11.959 20.487 13.911
H 17.056 18.525 14.484
H 15.413 18.363 13.518
H 15.399 18.009 15.247